ORCA calculation (ωB97M-V with the def2-TZVPD basis set) on a structure of composition C39H66AuN6SbSi4.

Last column: Mulliken spin population.
Geometry (Å):
Au (-0.10533, -0.64135, -1.79552)  0.51
C (4.55459, 0.25476, -1.51064)  0.00
C (3.32159, -0.21080, -1.07285)  -0.01
N (2.19291, 0.43789, -1.34434)  0.06
C (2.29071, 1.55613, -2.06999)  0.03
C (3.52243, 1.95070, -2.59440)  0.00
N (4.64362, 1.31064, -2.30720)  0.00
C (1.07419, 2.37146, -2.25470)  -0.02
C (1.17140, 3.75583, -2.26509)  0.00
C (0.01880, 4.53745, -2.31582)  0.00
C (-1.18416, 3.84151, -2.43514)  0.00
C (-1.20271, 2.45274, -2.42126)  -0.01
N (-0.09045, 1.73040, -2.30303)  -0.04
C (-2.48880, 1.71737, -2.42656)  0.01
C (-3.69002, 2.32442, -2.80449)  0.00
N (-4.85954, 1.73108, -2.63648)  0.00
C (-4.85648, 0.48916, -2.17857)  0.00
C (-3.66336, -0.17256, -1.91632)  -0.02
N (-2.49249, 0.44842, -2.00229)  0.07
C (0.05476, 6.00871, -2.14280)  0.00
C (1.26278, 6.69633, -2.02740)  0.00
C (1.24986, 8.05914, -1.76945)  0.00
N (0.13482, 8.76333, -1.63040)  0.00
C (-1.01920, 8.12362, -1.76360)  0.00
C (-1.11220, 6.76268, -2.01634)  0.00
H (5.48143, -0.23576, -1.24117)  0.00
H (3.24045, -1.10919, -0.47834)  -0.01
H (3.59514, 2.78539, -3.28200)  0.00
H (2.14821, 4.20572, -2.17841)  0.00
H (-2.11865, 4.37478, -2.48574)  0.00
H (-3.72194, 3.30989, -3.25184)  0.00
H (-5.81694, 0.01675, -2.01561)  0.00
H (-3.65233, -1.21127, -1.62869)  0.00
H (2.21566, 6.19669, -2.12636)  0.00
H (2.17746, 8.60853, -1.65874)  0.00
H (-1.91448, 8.72389, -1.65102)  0.00
H (-2.09499, 6.32058, -2.09085)  0.00
C (-0.63744, -2.80817, 1.09264)  0.10
C (0.34803, -3.54685, 0.16957)  0.02
C (1.74954, -3.07975, 0.58227)  0.00
C (0.23771, -5.05421, 0.43183)  0.02
Si (0.01505, -3.11981, -1.71155)  -0.01
C (1.43850, -3.67313, -2.92264)  0.05
C (1.80356, -5.14698, -2.68979)  0.01
C (0.98371, -3.49281, -4.37819)  0.02
C (2.70818, -2.83280, -2.75193)  0.03
C (-1.72738, -3.76115, -2.30087)  0.06
C (-2.21865, -2.91415, -3.48738)  0.02
C (-2.75612, -3.66340, -1.16652)  0.03
C (-1.68246, -5.23313, -2.73908)  0.02
H (-0.25118, -2.82834, 2.11769)  -0.02
H (-1.62193, -3.26757, 1.10883)  0.01
H (-0.74845, -1.75711, 0.79604)  0.07
H (1.91186, -3.28978, 1.64418)  0.00
H (1.84851, -1.99879, 0.43672)  0.06
H (2.53143, -3.59901, 0.02888)  0.00
H (0.37211, -5.25245, 1.49982)  0.00
H (1.00199, -5.61404, -0.10458)  0.00
H (-0.73564, -5.45056, 0.14418)  0.00
H (0.93107, -5.79950, -2.67991)  0.00
H (2.34618, -5.27910, -1.75289)  0.00
H (2.45824, -5.48242, -3.49877)  0.01
H (0.18058, -4.17698, -4.64724)  0.00
H (1.82394, -3.70727, -5.04337)  0.00
H (0.65394, -2.46943, -4.57582)  0.00
H (3.16865, -2.96613, -1.77368)  0.00
H (2.50611, -1.77086, -2.90387)  -0.02
H (3.44482, -3.14167, -3.49861)  0.00
H (-2.16240, -1.84309, -3.27777)  0.02
H (-3.25895, -3.16377, -3.71519)  0.00
H (-1.63272, -3.10398, -4.38560)  0.01
H (-2.73993, -2.68925, -0.67671)  -0.01
H (-2.57429, -4.41858, -0.40264)  0.00
H (-3.76047, -3.83994, -1.56173)  0.00
H (-1.06854, -5.38316, -3.62545)  0.00
H (-2.69659, -5.56412, -2.98122)  0.00
H (-1.31048, -5.88152, -1.94504)  0.00
C (-1.55530, -2.16545, 4.83327)  0.00
Si (0.04289, -1.18089, 4.88361)  0.04
C (1.59085, -2.24368, 4.79029)  0.00
C (0.06044, 0.08580, 6.27433)  0.07
Sb (0.11973, 0.43713, 2.77527)  0.63
Si (-2.20506, 1.67474, 2.64764)  0.03
C (-3.42025, 0.34749, 2.09144)  0.01
C (-2.62391, 2.34325, 4.35306)  0.03
C (-2.02006, 2.99199, 1.32204)  0.00
Si (2.27331, 1.97968, 2.90277)  0.06
C (3.68942, 0.79057, 2.55590)  0.02
C (2.41378, 2.75454, 4.60694)  0.02
C (2.04695, 3.21287, 1.50005)  -0.02
H (-1.77853, -2.54835, 5.83157)  0.00
H (-1.48480, -3.02016, 4.16061)  0.00
H (-2.40052, -1.55282, 4.51790)  0.00
H (1.87855, -2.57940, 5.78878)  0.00
H (2.43494, -1.69944, 4.36498)  0.00
H (1.42062, -3.13392, 4.18341)  0.00
H (0.06265, -0.41306, 7.24597)  0.01
H (-0.82237, 0.72566, 6.23307)  -0.01
H (0.94415, 0.72309, 6.22568)  -0.01
H (-3.61514, -0.37421, 2.88591)  0.00
H (-3.05010, -0.20075, 1.22266)  -0.01
H (-4.37689, 0.80002, 1.81959)  0.00
H (-2.89241, 1.53434, 5.03424)  0.00
H (-3.48001, 3.01870, 4.29238)  0.01
H (-1.79777, 2.90168, 4.79565)  0.00
H (-1.66644, 2.54106, 0.39697)  0.00
H (-1.31303, 3.77343, 1.60673)  0.01
H (-2.98590, 3.46465, 1.12737)  0.00
H (3.92734, 0.19393, 3.43816)  0.00
H (4.59436, 1.33425, 2.27528)  0.00
H (3.44826, 0.10616, 1.74325)  -0.01
H (2.71314, 2.00880, 5.34458)  0.00
H (1.48215, 3.21256, 4.94108)  0.00
H (3.18056, 3.53251, 4.60082)  0.01
H (1.52914, 2.75051, 0.66146)  0.02
H (3.01844, 3.56846, 1.14804)  0.00
H (1.46994, 4.08398, 1.81613)  0.01

frontier orbital gap (spin up / spin down): 7.65 / 6.43 eV
⟨S²⟩: 2.008
calculated total energy: -92184.17110 eV
net charge: +2
multiplicity: 3
LUMO energy (spin up / spin down): -5.6 / -7.4 eV

ORCA calculation (ωB97M-V with the def2-TZVPD basis set) on a cluster of 6 separate species, C39H66Br2IN5O3 in total.

Last column: Löwdin charge in e.
Geometry (Å):
C (2.92376, 0.01330, 4.27105)  -0.17
C (2.38929, 0.22326, 2.85306)  -0.29
C (3.35777, 0.00009, 1.66766)  -0.57
I (4.78642, -1.52597, 2.20834)  1.05
C (2.69338, -0.41271, 0.29806)  -0.46
C (3.82200, -0.33441, -0.78479)  -0.19
C (4.22067, -1.50896, -1.71314)  -0.70
C (5.26187, -2.47152, -1.14750)  -0.21
Br (2.79396, -2.61880, -2.45230)  0.70
O (2.07391, -1.66596, 0.54304)  0.02
C (0.73272, -1.50601, 0.46228)  -0.59
O (-0.06847, -2.38511, 0.34100)  0.17
O (0.43834, -0.18546, 0.58831)  -0.02
C (1.51219, 0.53098, -0.10087)  -0.60
Br (0.95882, 0.37822, -1.97072)  0.94
C (1.49699, 1.96674, 0.44572)  -0.13
C (0.77519, 3.07192, -0.33852)  -0.18
C (-0.73466, 3.18710, -0.01486)  -0.35
C (-1.13533, 4.66041, 0.18756)  -0.06
C (-1.63275, 2.49596, -1.05348)  -0.18
C (-3.14673, 2.77813, -0.89989)  -0.18
C (-3.90475, 1.46958, -0.76075)  -0.08
C (-3.77045, 0.63890, 0.28826)  -0.34
C (-4.00843, -0.85098, 0.16931)  -0.06
C (-3.33586, 1.10019, 1.65498)  -0.05
H (3.90552, 0.45714, 4.42527)  0.06
H (2.90657, -1.02789, 4.58135)  0.05
H (2.24744, 0.54091, 4.94872)  0.08
H (2.11231, 1.27378, 2.81719)  0.09
H (1.48116, -0.36232, 2.74784)  0.11
H (3.92590, 0.91764, 1.53928)  0.09
H (4.74468, -0.06579, -0.27148)  0.08
H (3.58799, 0.51665, -1.42314)  0.09
H (4.68998, -1.05601, -2.58369)  0.09
H (6.05046, -1.90307, -0.65428)  0.05
H (4.82580, -3.20392, -0.47651)  0.04
H (5.72795, -2.97904, -1.99165)  0.07
H (2.53548, 2.26120, 0.60097)  0.13
H (0.98727, 1.89575, 1.39956)  0.11
H (1.22301, 4.00431, 0.01253)  0.11
H (0.96248, 3.03181, -1.41027)  0.06
H (-0.92151, 2.69380, 0.94422)  0.12
H (-1.98853, 4.72043, 0.86356)  0.07
H (-0.34016, 5.22883, 0.67026)  0.07
H (-1.44195, 5.13165, -0.74822)  0.06
H (-1.28030, 2.74837, -2.05534)  0.09
H (-1.51764, 1.42397, -0.91188)  0.07
H (-3.34955, 3.39308, -0.02330)  0.09
H (-3.50967, 3.27530, -1.79636)  0.08
H (-4.58738, 1.21116, -1.56610)  0.11
H (-5.05863, -1.11804, 0.05135)  0.08
H (-3.58379, -1.34779, 1.04231)  0.06
H (-3.47505, -1.22350, -0.70368)  0.07
H (-3.97708, 0.62215, 2.38943)  0.05
H (-2.31141, 0.75946, 1.86051)  0.08
H (-3.34346, 2.18248, 1.75848)  0.07
C (-1.10017, -5.68548, -3.13153)  -0.11
C (-1.03277, -4.85077, -1.85755)  -0.27
C (-2.26623, -5.01448, -0.96735)  -0.19
C (-3.49286, -4.54847, -1.61206)  -0.24
N (-4.45408, -4.19251, -2.12807)  0.14
H (-1.94129, -5.38623, -3.75914)  0.07
H (-0.18918, -5.55998, -3.71671)  0.07
H (-1.20863, -6.74793, -2.90250)  0.07
H (-0.90596, -3.79841, -2.11056)  0.11
H (-0.15625, -5.14064, -1.27762)  0.11
H (-2.12435, -4.45012, -0.04333)  0.10
H (-2.39431, -6.06300, -0.68923)  0.12
C (5.74537, -5.02630, 5.05681)  -0.11
C (5.54657, -6.02371, 3.92169)  -0.26
C (6.74838, -6.95424, 3.72942)  -0.19
C (7.95242, -6.22166, 3.34011)  -0.24
N (8.89672, -5.64094, 3.04505)  0.14
H (6.58975, -4.36425, 4.85889)  0.07
H (4.85784, -4.40476, 5.17586)  0.07
H (5.92834, -5.53757, 6.00368)  0.08
H (5.34647, -5.48792, 2.99192)  0.11
H (4.66852, -6.63813, 4.12745)  0.11
H (6.53010, -7.69339, 2.95726)  0.12
H (6.95118, -7.50533, 4.64935)  0.12
C (1.90941, 4.24047, -5.65838)  -0.10
C (1.24252, 4.21951, -4.28817)  -0.26
C (1.76191, 5.30851, -3.34509)  -0.19
C (3.17739, 5.13585, -3.02124)  -0.24
N (4.28774, 5.00004, -2.76478)  0.14
H (2.98281, 4.05729, -5.58385)  0.07
H (1.48519, 3.46729, -6.29805)  0.07
H (1.76225, 5.20330, -6.15174)  0.08
H (1.38750, 3.24097, -3.82646)  0.09
H (0.16816, 4.35684, -4.40863)  0.07
H (1.19469, 5.29035, -2.41184)  0.10
H (1.61287, 6.29568, -3.78672)  0.12
C (-3.30346, -3.73803, 4.24268)  -0.11
C (-4.75966, -4.14375, 4.44059)  -0.26
C (-5.68865, -3.54859, 3.37782)  -0.19
C (-5.72139, -2.08903, 3.43212)  -0.23
N (-5.72104, -0.94269, 3.46931)  0.16
H (-3.17908, -2.65727, 4.32592)  0.07
H (-2.67008, -4.20420, 4.99717)  0.07
H (-2.94006, -4.04710, 3.26044)  0.07
H (-5.09572, -3.83977, 5.43326)  0.11
H (-4.84403, -5.23086, 4.39600)  0.11
H (-6.70484, -3.92186, 3.51223)  0.12
H (-5.36702, -3.85548, 2.38035)  0.12
C (-5.35548, 6.69900, -4.45252)  -0.11
C (-4.82425, 6.72366, -3.02434)  -0.26
C (-3.29332, 6.69458, -2.95804)  -0.19
C (-2.74404, 5.45772, -3.50942)  -0.22
N (-2.31194, 4.48594, -3.94074)  0.18
H (-5.06637, 5.78174, -4.96738)  0.07
H (-6.44356, 6.75148, -4.45584)  0.07
H (-4.97609, 7.54597, -5.02726)  0.08
H (-5.22946, 5.87870, -2.46522)  0.11
H (-5.16773, 7.62994, -2.52323)  0.11
H (-2.96250, 6.78523, -1.92160)  0.11
H (-2.87324, 7.54213, -3.50272)  0.12

frontier orbital gap: 8.15 eV
SMILES string: CC[C@@H](I)[C@@]1(C[C@@H](C)Br)OC(=O)O[C@@]1(Br)CC[C@@H](C)CCC=C(C)C.CCCC#N.CCCC#N.CCCC#N.CCCC#N.CCCC#N
calculated total energy: -203290.82026 eV
net charge: 0
LUMO energy: 0.2 eV

ORCA calculation (ωB97M-V with the def2-TZVPD basis set) on a structure of composition C39H68N3O19.

Last column: Löwdin charge in e.
Geometry (Å):
C (30.68800, 37.41400, 1.04300)  0.03
C (29.42100, 37.18900, 1.83900)  -0.30
O (29.02400, 36.17500, 2.38500)  0.09
N (28.47300, 38.43800, 1.95200)  0.08
H (29.20400, 39.21700, 2.12400)  0.14
H (27.92900, 38.68800, 1.12800)  -0.10
C (27.44000, 38.41500, 3.06700)  0.03
H (31.04400, 38.53600, 0.92900)  0.09
H (30.50100, 37.27900, 0.01800)  0.07
H (31.30400, 36.83300, 1.49500)  0.01
H (26.83900, 37.57200, 2.72000)  0.10
H (26.72300, 39.14300, 3.03000)  0.06
H (27.75600, 38.39800, 4.04200)  0.05
N (30.56000, 41.35000, 2.81600)  -0.56
O (30.41000, 40.86700, 3.94700)  -0.04
O (30.46900, 42.57700, 2.71200)  0.01
O (30.09100, 40.71800, 1.80900)  -0.11
N (26.02800, 39.87700, 1.00200)  -0.43
O (25.98300, 41.05700, 1.38400)  0.09
O (27.06000, 39.29800, 1.09500)  -0.04
O (24.97700, 39.29800, 0.58000)  -0.05
C (21.20800, 38.81700, 1.65000)  -0.05
C (22.51000, 39.18200, 1.31000)  -0.60
C (23.31500, 39.95700, 2.31600)  -0.03
O (23.26600, 38.21400, 0.77000)  -0.08
H (20.71400, 38.38400, 0.79000)  0.09
H (20.60300, 39.51700, 2.09400)  0.07
H (21.35400, 37.82100, 2.13400)  0.11
H (22.43800, 39.92700, 0.44300)  0.17
H (22.65400, 40.78700, 2.56200)  0.09
H (24.26100, 40.32300, 2.02300)  0.02
H (23.66500, 39.65300, 3.30400)  0.08
H (23.72700, 38.71200, 0.06600)  0.08
C (30.56400, 37.70600, 5.66300)  0.00
C (32.11000, 37.54100, 5.15800)  -0.36
C (32.51400, 36.14500, 4.82900)  -0.06
O (32.05400, 38.23000, 3.83800)  -0.16
H (29.75800, 37.12200, 4.98800)  0.13
H (30.36000, 38.67900, 5.72600)  0.01
H (30.65900, 37.38600, 6.61800)  0.03
H (32.69000, 38.03200, 5.77400)  0.08
H (32.10100, 35.44400, 5.65900)  0.11
H (33.63000, 36.10100, 4.78500)  0.09
H (31.96300, 35.75400, 4.00900)  0.06
H (31.38600, 38.96900, 3.86200)  0.07
C (25.42300, 41.85500, 5.37800)  -0.03
C (26.82600, 42.30100, 5.17200)  -0.51
C (27.72200, 41.90200, 6.37700)  -0.01
O (27.33700, 41.85900, 3.95400)  -0.04
H (24.75400, 42.29200, 4.72900)  0.06
H (25.07400, 42.16300, 6.39300)  0.10
H (25.47300, 40.86000, 5.27500)  0.03
H (26.78100, 43.29000, 4.96900)  0.10
H (28.55700, 42.22200, 5.92000)  0.02
H (27.88600, 40.88500, 6.79300)  0.09
H (27.44300, 42.55700, 7.19600)  0.08
H (28.30800, 42.00300, 4.18400)  0.09
C (26.28200, 36.37800, -1.26400)  0.05
C (26.02600, 35.98200, 0.23800)  -0.43
C (26.12400, 34.45600, 0.40600)  -0.03
O (26.96600, 36.61700, 1.00500)  0.01
H (25.60000, 36.29600, -1.89600)  0.01
H (27.19000, 35.88800, -1.49700)  0.09
H (26.60000, 37.30900, -1.26200)  0.01
H (25.17300, 36.42900, 0.38700)  0.06
H (26.11700, 34.27600, 1.47700)  0.01
H (26.99200, 33.91600, -0.01000)  0.10
H (25.30500, 33.84600, -0.16900)  0.13
H (26.72900, 37.44000, 0.80500)  -0.01
C (26.67800, 37.59800, 6.51600)  -0.05
C (25.33000, 37.12700, 6.10400)  -0.56
C (24.38400, 37.69500, 7.22200)  -0.05
O (24.90000, 37.55400, 4.89000)  -0.05
H (26.94400, 38.55600, 6.12400)  0.05
H (27.33500, 36.74300, 6.24600)  0.08
H (26.57400, 37.48100, 7.75100)  0.15
H (25.23200, 36.05200, 6.22000)  0.13
H (24.44200, 37.19300, 8.07200)  0.02
H (23.31700, 37.51800, 6.91900)  0.10
H (24.56600, 38.68900, 7.20500)  0.04
H (24.12200, 37.07900, 4.46800)  0.12
C (25.00600, 34.31700, 3.03300)  -0.06
C (24.23300, 35.07800, 1.99900)  -0.40
C (23.40900, 34.14900, 1.01300)  0.01
O (23.32100, 36.01200, 2.61800)  -0.04
H (25.78200, 33.70000, 2.47500)  0.07
H (24.42100, 33.63700, 3.81400)  0.12
H (25.66500, 34.89600, 3.76300)  0.10
H (24.86100, 35.75300, 1.39300)  0.07
H (24.01400, 33.59800, 0.60500)  -0.05
H (22.96500, 34.53000, 0.24800)  0.04
H (22.86800, 33.35700, 1.31300)  0.07
H (23.29300, 36.74200, 2.06700)  0.00
C (28.37800, 39.95400, -3.48000)  0.04
C (28.74100, 39.56600, -2.04900)  0.14
C (30.20900, 39.77900, -1.62800)  -0.34
O (30.66300, 39.66000, -0.47800)  0.02
C (31.18000, 40.05200, -2.71800)  0.05
C (30.65700, 40.39100, -4.11600)  0.06
C (29.22600, 40.44300, -4.48400)  -0.57
O (28.95000, 40.65300, -5.58200)  0.15
H (27.24400, 39.88500, -3.80800)  0.15
H (27.86600, 39.27500, -1.39900)  0.10
H (32.36800, 40.24500, -2.63300)  0.15
H (31.44400, 40.80800, -4.84500)  0.13
C (33.20800, 40.09900, 1.49100)  0.04
C (34.06400, 39.32100, 2.45300)  0.11
C (35.54300, 39.09300, 2.10800)  -0.50
O (36.22000, 38.55500, 2.93100)  0.10
C (36.00100, 39.60600, 0.88900)  0.02
C (35.11400, 40.45900, 0.09300)  0.04
C (33.72400, 40.77000, 0.31200)  -0.44
O (33.08200, 41.55300, -0.40900)  0.08
H (32.01400, 40.26100, 1.81500)  0.13
H (33.61200, 38.69800, 3.32400)  0.10
H (37.12500, 39.40800, 0.46200)  0.17
H (35.60200, 40.97000, -0.70400)  0.09
C (32.84000, 37.69000, -4.89900)  0.01
C (34.11500, 38.48400, -4.83900)  0.09
C (34.83800, 38.32800, -3.50400)  -0.43
O (35.98000, 38.70200, -3.37500)  0.09
C (34.21100, 37.56600, -2.42100)  0.01
C (32.87600, 37.11700, -2.54100)  0.03
C (32.18600, 36.98100, -3.85400)  -0.48
O (31.05000, 36.54900, -3.91700)  0.10
H (32.41800, 37.67200, -6.11300)  0.19
H (34.49000, 38.85100, -5.74100)  0.07
H (34.86900, 37.45300, -1.59900)  0.10
H (32.53300, 36.60500, -1.47300)  0.17

frontier orbital gap: 5.76 eV
calculated total energy: -84883.11262 eV
net charge: -1
LUMO energy: -0.7 eV

| no. | F_max (eV/A) |
| --- | --- |
| 1 | 0.74 |
| 2 | 2.28 |
| 3 | 11.70 |